No. 1
Formula: C38H74BBrN3O9
Source: the OMol25 dataset
Level of theory: wB97M-V/def2-TZVPD

The HOMO energy is -9.6 eV. Its net charge is +1.

CARTESIAN COORDINATES (ANGSTROEM)
1 C 6.15 -4.17 4.31
2 C 6.71 -4.34 3.23
3 C 7.38 -4.75 1.85
4 C 6.19 -5.46 1.01
5 C 5.45 -4.38 0.06
6 C 3.96 -4.08 0.48
7 C 2.84 -5.21 0.30
8 Br 1.33 -4.98 1.62
9 C 3.20 -6.74 0.52
10 C 4.05 -7.42 -0.63
11 C 4.77 -8.71 0.04
12 C 3.75 -9.52 0.95
13 C 2.89 -9.77 1.79
14 C 2.28 -4.70 -1.09
15 O 1.65 -5.31 -2.15
16 B 0.67 -6.30 -1.77
17 O -0.40 -6.14 -0.88
18 O 0.77 -7.57 -2.41
19 N 2.49 -3.40 -1.26
20 C 2.05 -2.65 -2.47
21 C 0.50 -2.25 -2.47
22 C -0.33 -2.69 -1.19
23 C -1.59 -1.72 -0.89
24 C -2.96 -2.53 -0.68
25 C -3.41 -2.63 0.85
26 C -3.79 -4.13 1.29
27 O -4.85 -4.16 2.27
28 C -4.57 -5.10 3.33
29 C 3.24 -2.77 -0.11
30 O 2.43 -2.04 0.84
31 C 4.31 -1.62 -0.50
32 C 5.12 -1.11 0.79
33 C 5.18 0.48 0.90
34 C 6.43 0.85 1.85
35 H 5.42 -4.05 5.16
36 H 8.25 -5.44 2.04
37 H 7.76 -3.82 1.36
38 H 6.66 -6.27 0.36
39 H 5.50 -5.90 1.78
40 H 6.13 -3.48 0.06
41 H 5.44 -4.73 -1.03
42 H 4.02 -3.91 1.61
43 H 3.63 -6.88 1.57
44 H 2.20 -7.29 0.55
45 H 4.87 -6.78 -1.07
46 H 3.35 -7.86 -1.41
47 H 5.57 -8.28 0.72
48 H 5.18 -9.43 -0.73
49 H 2.20 -9.93 2.66
50 H -0.43 -6.96 -0.35
51 H 1.66 -7.62 -2.84
52 H 2.23 -3.24 -3.43
53 H 2.63 -1.69 -2.62
54 H -0.03 -2.66 -3.38
55 H 0.43 -1.11 -2.58
56 H 0.25 -2.74 -0.23
57 H -0.78 -3.70 -1.41
58 H -1.38 -1.20 0.09
59 H -1.75 -0.96 -1.71
60 H -3.77 -1.93 -1.21
61 H -2.90 -3.56 -1.15
62 H -2.64 -2.25 1.59
63 H -4.35 -2.02 1.04
64 H -4.22 -4.62 0.35
65 H -2.87 -4.71 1.62
66 H -5.54 -5.55 3.71
67 H -3.92 -5.97 3.01
68 H -4.07 -4.58 4.21
69 H 2.54 -2.43 1.73
70 H 5.00 -2.04 -1.31
71 H 3.76 -0.75 -1.00
72 H 4.76 -1.60 1.75
73 H 6.20 -1.45 0.66
74 H 4.24 0.86 1.39
75 H 5.41 0.94 -0.11
76 H 6.12 0.93 2.94
77 H 7.26 0.08 1.80
78 H 6.88 1.84 1.55
79 C -2.84 4.12 -2.06
80 O -3.39 4.74 -0.91
81 C -4.82 4.73 -0.89
82 C -5.33 3.83 0.23
83 N -5.08 2.42 -0.07
84 C -5.32 1.53 1.06
85 C -4.42 1.69 2.29
86 O -3.06 1.33 2.05
87 C -2.26 2.38 1.53
88 H -1.76 4.29 -2.05
89 H -3.02 3.04 -2.04
90 H -3.25 4.56 -2.97
91 H -5.24 4.45 -1.86
92 H -5.14 5.76 -0.68
93 H -6.41 3.99 0.35
94 H -4.83 4.14 1.15
95 H -4.11 2.32 -0.36
96 H -5.20 0.51 0.68
97 H -6.37 1.62 1.37
98 H -4.78 0.98 3.05
99 H -4.49 2.68 2.74
100 H -2.58 3.36 1.88
101 H -2.25 2.34 0.44
102 H -1.23 2.21 1.86
103 C -2.45 12.58 -2.33
104 O -3.57 12.06 -1.62
105 C -4.46 11.31 -2.44
106 C -4.44 9.84 -2.06
107 N -3.17 9.21 -2.44
108 C -2.98 7.87 -1.88
109 C -2.86 7.75 -0.36
110 O -1.68 8.34 0.17
111 C -1.79 9.73 0.46
112 H -1.90 13.23 -1.66
113 H -1.78 11.77 -2.65
114 H -2.78 13.16 -3.19
115 H -4.25 11.45 -3.51
116 H -5.46 11.71 -2.25
117 H -5.26 9.32 -2.56
118 H -4.59 9.78 -0.97
119 H -2.40 9.80 -2.12
120 H -2.06 7.48 -2.32
121 H -3.80 7.23 -2.23
122 H -2.79 6.69 -0.13
123 H -3.76 8.11 0.17
124 H -2.80 10.02 0.75
125 H -1.46 10.32 -0.40
126 H -1.12 9.96 1.28

No. 2
Formula: C2H2N2O3
Source: the OMol25 dataset
Level of theory: wB97M-V/def2-TZVPD

The HOMO energy is -10.4 eV. Its net charge is 0.

CARTESIAN COORDINATES (ANGSTROEM)
1 C -1.41 -2.15 0.92
2 C 1.16 0.76 0.30
3 N -1.58 -1.48 -0.06
4 N 1.29 1.58 -0.54
5 O -1.47 -2.87 1.81
6 O 1.58 0.07 1.11
7 O 0.52 2.19 -1.47
8 H -0.79 -1.22 -0.61
9 H 0.71 3.13 -1.46

No. 3
Formula: C23H33ClF3N5O4
Source: the OMol25 dataset
Level of theory: wB97M-V/def2-TZVPD

The HOMO energy is -8.6 eV. Its net charge is 0.

CARTESIAN COORDINATES (ANGSTROEM)
1 O 3.30 -0.71 -2.14
2 C 2.34 -0.06 -1.79
3 N 2.39 1.20 -1.36
4 H 1.58 1.69 -0.97
5 C 3.64 1.93 -1.33
6 C 3.77 2.79 -0.08
7 H 3.67 2.16 0.81
8 H 4.76 3.24 -0.07
9 C 2.72 3.91 -0.04
10 N 1.39 3.41 0.27
11 C 0.35 4.30 -0.23
12 H 0.45 4.38 -1.32
13 C -1.03 3.73 0.12
14 H -1.81 4.41 -0.22
15 O -1.17 3.61 1.51
16 C -0.19 2.72 2.00
17 C 1.21 3.24 1.70
18 H 1.95 2.52 2.07
19 H 1.37 4.20 2.23
20 H -0.35 2.65 3.08
21 H -0.32 1.74 1.54
22 H -1.14 2.75 -0.36
23 H 0.44 5.31 0.21
24 H 3.04 4.68 0.68
25 H 2.69 4.38 -1.03
26 H 3.71 2.57 -2.22
27 H 4.44 1.19 -1.38
28 C 0.90 -0.65 -1.84
29 C 0.97 -2.02 -2.44
30 N 1.04 -3.07 -1.65
31 C 1.15 -4.29 -2.15
32 C 1.21 -4.52 -3.52
33 C 1.16 -3.44 -4.38
34 C 1.03 -2.17 -3.84
35 Cl 0.99 -0.81 -4.89
36 H 1.22 -3.57 -5.45
37 C 1.32 -5.92 -4.06
38 F 0.11 -6.42 -4.37
39 F 2.04 -5.98 -5.19
40 F 1.87 -6.77 -3.19
41 H 1.20 -5.10 -1.43
42 H 0.32 0.01 -2.51
43 C 0.28 -0.51 -0.45
44 O -0.44 0.45 -0.22
45 N 0.67 -1.41 0.45
46 H 1.14 -2.23 0.09
47 C 0.14 -1.47 1.79
48 C -0.92 -2.56 1.95
49 H -1.09 -2.74 3.01
50 H -0.57 -3.49 1.50
51 C -2.23 -2.13 1.28
52 N -2.76 -0.95 1.94
53 C -3.45 -0.04 1.03
54 H -4.35 -0.52 0.59
55 C -3.87 1.21 1.79
56 H -2.98 1.76 2.12
57 O -4.69 0.90 2.90
58 C -4.01 0.03 3.77
59 H -3.10 0.52 4.15
60 C -3.62 -1.26 3.06
61 H -4.53 -1.79 2.74
62 H -3.08 -1.91 3.76
63 H -4.70 -0.17 4.60
64 H -4.47 1.87 1.15
65 H -2.76 0.24 0.23
66 H -2.02 -1.88 0.24
67 H -2.95 -2.96 1.29
68 H -0.31 -0.51 2.03
69 H 0.98 -1.66 2.48

No. 4
Formula: C38H45FGaN8
Source: the OMol25 dataset
Level of theory: wB97M-V/def2-TZVPD

The HOMO energy is -4.4 eV. Its net charge is -1.

CARTESIAN COORDINATES (ANGSTROEM)
1 C 3.93 3.57 5.96
2 C 2.60 3.63 5.14
3 C 1.70 2.45 5.57
4 F 1.90 2.18 6.95
5 Ga -0.31 2.65 5.19
6 N -1.01 4.45 5.57
7 H 4.25 2.51 5.97
8 H 4.74 4.16 5.51
9 H 3.74 3.85 7.00
10 H 2.13 4.61 5.30
11 H 2.88 3.50 4.08
12 H 2.06 1.55 5.03
13 H -1.08 1.64 6.20
14 H -0.66 2.17 3.69
15 H -0.76 4.61 6.54
16 H -0.46 5.08 5.00
17 N -0.64 1.32 1.11
18 C 0.30 0.88 0.27
19 C 0.06 0.54 -1.06
20 C -1.24 0.66 -1.54
21 C -2.23 1.11 -0.68
22 C -1.88 1.43 0.63
23 H 1.30 0.80 0.69
24 H 0.86 0.19 -1.70
25 H -1.47 0.40 -2.56
26 H -3.25 1.22 -1.01
27 H -2.62 1.79 1.33
28 N 1.95 -0.13 -4.22
29 C 2.89 -0.57 -5.05
30 C 2.66 -0.91 -6.37
31 C 1.37 -0.79 -6.86
32 C 0.37 -0.34 -6.02
33 C 0.71 -0.02 -4.71
34 H 3.89 -0.65 -4.62
35 H 3.47 -1.27 -7.00
36 H 1.14 -1.05 -7.89
37 H -0.65 -0.23 -6.36
38 H -0.03 0.34 -4.01
39 N -3.27 5.32 1.49
40 C -2.65 5.46 2.67
41 C -2.55 6.66 3.35
42 C -3.11 7.79 2.78
43 C -3.75 7.68 1.55
44 C -3.80 6.43 0.96
45 H -2.23 4.55 3.09
46 H -2.04 6.71 4.31
47 H -3.04 8.75 3.28
48 H -4.19 8.54 1.07
49 H -4.29 6.29 0.00
50 N 1.84 -4.83 -4.36
51 C 1.98 -6.02 -3.75
52 C 2.92 -6.28 -2.77
53 C 3.77 -5.25 -2.39
54 C 3.64 -4.01 -3.00
55 C 2.66 -3.86 -3.97
56 H 1.30 -6.79 -4.09
57 H 2.99 -7.25 -2.32
58 H 4.52 -5.41 -1.63
59 H 4.28 -3.18 -2.73
60 H 2.52 -2.91 -4.47
61 N -6.94 2.45 6.60
62 C -6.44 3.45 7.33
63 C -5.10 3.82 7.31
64 C -4.23 3.11 6.51
65 C -4.73 2.06 5.75
66 C -6.08 1.77 5.83
67 H -7.16 3.98 7.95
68 H -4.76 4.65 7.92
69 H -3.18 3.36 6.47
70 H -4.08 1.48 5.11
71 H -6.52 0.97 5.25
72 N -3.05 -1.28 -3.25
73 C -4.26 -0.75 -3.08
74 C -5.42 -1.49 -2.98
75 C -5.33 -2.87 -3.06
76 C -4.08 -3.45 -3.23
77 C -2.98 -2.61 -3.32
78 H -4.29 0.34 -3.03
79 H -6.38 -1.00 -2.85
80 H -6.21 -3.49 -2.99
81 H -3.96 -4.52 -3.30
82 H -1.98 -3.01 -3.45
83 N 6.99 -9.12 -4.43
84 C 8.12 -8.44 -4.21
85 C 8.18 -7.06 -4.11
86 C 7.01 -6.33 -4.25
87 C 5.83 -7.01 -4.49
88 C 5.87 -8.39 -4.57
89 H 9.01 -9.05 -4.10
90 H 9.13 -6.57 -3.92
91 H 7.02 -5.25 -4.18
92 H 4.90 -6.48 -4.61
93 H 4.97 -8.97 -4.75

No. 5
Formula: C4H5EuO2
Source: the OMol25 dataset
Level of theory: wB97M-V/def2-TZVPD

The multiplicity is 7. The HOMO energy (alpha / beta) is -6.2 / -6.2 eV. Its net charge is 0.

CARTESIAN COORDINATES (ANGSTROEM)
1 O -2.01 1.72 -0.28
2 C -1.78 0.56 -0.97
3 C -0.59 -0.14 -0.85
4 C 0.37 -0.02 0.20
5 C 1.53 -0.77 0.18
6 O 2.42 -0.82 1.11
7 Eu 3.38 -0.22 3.42
8 H -2.34 0.42 -1.91
9 H -2.46 0.92 0.39
10 H -0.37 -0.83 -1.66
11 H 0.15 0.61 1.07
12 H 1.70 -1.42 -0.70

No. 6
Formula: C31H27GeI2N3O2V
Source: the OMol25 dataset
Level of theory: wB97M-V/def2-TZVPD

The multiplicity is 4. The HOMO energy (alpha / beta) is -13.3 / -13.3 eV. Its net charge is +2.

CARTESIAN COORDINATES (ANGSTROEM)
1 V 0.12 -1.66 0.37
2 I 0.17 -1.47 5.33
3 C 1.76 -1.60 3.98
4 C 3.10 -1.68 4.39
5 C 4.13 -1.74 3.48
6 I 6.11 -1.86 4.19
7 C 3.87 -1.77 2.08
8 C 4.82 -1.86 1.04
9 C 4.37 -1.98 -0.26
10 C 3.00 -1.96 -0.54
11 N 2.09 -1.79 0.40
12 C 2.52 -1.72 1.68
13 C 1.46 -1.62 2.62
14 O 0.26 -1.55 2.11
15 H 3.31 -1.70 5.45
16 H 5.87 -1.86 1.26
17 H 5.07 -2.09 -1.08
18 H 2.64 -2.07 -1.55
19 N -1.74 -1.73 0.35
20 C -2.89 -1.55 0.46
21 N -4.15 -1.33 0.47
22 C -4.87 -1.21 -0.80
23 C -6.25 -1.85 -0.66
24 O -6.94 -1.32 0.44
25 C -6.27 -1.60 1.64
26 C -4.88 -0.96 1.68
27 H -4.30 -1.71 -1.58
28 H -4.97 -0.14 -1.04
29 H -6.15 -2.94 -0.56
30 H -6.85 -1.62 -1.55
31 H -6.18 -2.69 1.78
32 H -6.89 -1.19 2.45
33 H -4.33 -1.30 2.55
34 H -4.98 0.13 1.70
35 C -0.16 1.60 2.23
36 Ge 0.17 0.88 0.40
37 C -1.23 1.55 -0.86
38 C -1.57 2.90 -0.79
39 C -2.49 3.43 -1.68
40 C -3.09 2.62 -2.62
41 C -2.77 1.27 -2.69
42 C -1.83 0.75 -1.82
43 C 2.01 1.37 -0.22
44 C 2.80 2.12 0.62
45 C 3.99 2.68 0.17
46 C 4.42 2.46 -1.12
47 C 3.66 1.66 -2.00
48 C 4.08 1.40 -3.33
49 C 3.35 0.58 -4.15
50 C 2.16 0.00 -3.69
51 C 1.73 0.24 -2.41
52 C 2.45 1.08 -1.54
53 H -0.30 2.68 2.21
54 H 0.67 1.35 2.89
55 H -1.07 1.14 2.63
56 H -1.11 3.53 -0.04
57 H -2.73 4.48 -1.62
58 H -3.83 3.03 -3.29
59 H -3.24 0.64 -3.43
60 H -1.57 -0.31 -1.88
61 H 2.47 2.32 1.63
62 H 4.57 3.30 0.83
63 H 5.36 2.87 -1.45
64 H 4.98 1.87 -3.70
65 H 3.68 0.38 -5.16
66 H 1.59 -0.64 -4.35
67 H 0.83 -0.26 -2.03

No. 7
Formula: C11H10NO2
Source: the OMol25 dataset
Level of theory: wB97M-V/def2-TZVPD

The multiplicity is 3. The HOMO energy (alpha / beta) is -10.8 / -12.3 eV. Its net charge is +1.

CARTESIAN COORDINATES (ANGSTROEM)
1 C -3.05 0.39 2.70
2 C -3.49 0.26 1.37
3 C -1.64 0.65 2.98
4 C 3.02 0.88 -1.49
5 C -2.63 0.32 0.35
6 C -0.74 0.63 1.92
7 C 1.59 0.39 -1.57
8 C 3.87 -0.12 -1.59
9 C -1.22 0.37 0.62
10 C 1.84 -1.16 -1.72
11 C 0.89 -2.03 -1.86
12 N -0.42 0.20 -0.47
13 O 0.81 0.64 -0.38
14 O 3.27 -1.30 -1.84
15 H -3.88 0.43 3.43
16 H -4.59 0.18 1.38
17 H -1.16 0.78 4.00
18 H 3.34 1.80 -1.21
19 H -2.93 0.35 -0.70
20 H 0.24 0.48 2.15
21 H 1.02 0.63 -2.42
22 H 4.95 -0.11 -1.66
23 H -0.15 -1.59 -1.86
24 H 1.05 -3.07 -2.14

No. 8
Formula: C26H34BrN7O3STi
Source: the OMol25 dataset
Level of theory: wB97M-V/def2-TZVPD

The HOMO energy is -13.8 eV. Its net charge is +2.

CARTESIAN COORDINATES (ANGSTROEM)
1 Ti -0.01 -0.55 -0.22
2 C 1.05 3.33 -0.71
3 N -0.21 3.32 0.01
4 C -0.67 2.25 0.64
5 N -1.84 2.27 1.27
6 O 0.04 1.18 0.67
7 H 0.94 2.87 -1.69
8 H 1.81 2.78 -0.14
9 H 1.37 4.36 -0.83
10 H -0.79 4.14 -0.03
11 H -2.43 3.09 1.30
12 H -2.20 1.41 1.66
13 Br -2.66 -0.04 -8.27
14 C -2.08 -0.14 -6.49
15 C -2.51 0.82 -5.58
16 C -2.07 0.74 -4.27
17 C -1.21 -0.29 -3.88
18 C -0.79 -1.24 -4.81
19 C -1.22 -1.17 -6.12
20 C -0.76 -0.36 -2.51
21 O -1.07 0.51 -1.62
22 O -0.01 -1.32 -2.07
23 H -3.17 1.61 -5.89
24 H -2.39 1.48 -3.54
25 H -0.11 -2.03 -4.50
26 H -0.90 -1.90 -6.85
27 N -6.24 -2.18 3.59
28 C -5.30 -1.88 3.00
29 C -4.11 -1.54 2.27
30 C -2.95 -1.19 2.97
31 C -1.79 -0.91 2.27
32 C -1.76 -0.95 0.88
33 C -2.93 -1.26 0.19
34 C -4.10 -1.57 0.88
35 H -2.97 -1.16 4.05
36 H -0.89 -0.67 2.83
37 H -2.96 -1.27 -0.89
38 H -5.01 -1.82 0.35
39 C 6.20 0.75 1.41
40 C 5.40 -0.55 1.43
41 N 4.33 -0.59 0.42
42 C 4.76 -0.80 -0.97
43 C 4.68 0.46 -1.83
44 C 3.05 -0.42 0.73
45 C 2.66 -0.14 2.15
46 N 2.09 -0.50 -0.18
47 H 6.96 0.71 2.19
48 H 5.56 1.61 1.60
49 H 6.70 0.89 0.46
50 H 4.97 -0.72 2.42
51 H 6.06 -1.40 1.23
52 H 4.18 -1.61 -1.40
53 H 5.79 -1.16 -0.92
54 H 3.67 0.84 -1.89
55 H 5.03 0.23 -2.83
56 H 5.32 1.25 -1.42
57 H 2.82 -1.02 2.77
58 H 1.61 0.14 2.19
59 H 3.25 0.68 2.56
60 H 2.41 -0.79 -1.10
61 C -1.06 -4.25 3.06
62 N -1.47 -4.31 1.66
63 C -2.55 -5.04 1.21
64 C -2.59 -4.91 -0.13
65 N -1.52 -4.12 -0.47
66 C -0.85 -3.74 0.63
67 S 0.58 -2.78 0.62
68 H -1.94 -4.10 3.68
69 H -0.38 -3.41 3.19
70 H -0.57 -5.17 3.34
71 H -3.19 -5.59 1.87
72 H -3.26 -5.33 -0.86
73 H -1.24 -3.85 -1.41

| no. | largest force on an atom (eV/Å) |
| --- | --- |
| 1 | 3.31 |
| 2 | 3.30 |
| 3 | 0.63 |
| 4 | 1.71 |
| 5 | 6.03 |
| 6 | 3.44 |
| 7 | 5.33 |
| 8 | 0.43 |